Entry 1:
20
Properties=species:S:1:pos:R:3:forces:R:3:nbo_charge:R:1 method="wB97M-V/def2-TZVPD" smiles=NCCO.O.O.O lumo_energy_ev=0.69 homo_ev=-9.550 de_lowest_kcal_mol=22.5 homo_lumo_gap_ev=10.24
O -3.375 0.603 -0.343 -1.37 -0.21 -0.74 -1.0089
O 4.685 -0.653 0.159 0.07 -0.18 0.23 -0.9442
O -2.069 -1.649 0.477 -0.68 -0.56 0.18 -0.9483
N -0.892 1.664 -0.101 0.06 0.40 0.20 -0.8561
O 0.507 -1.091 0.258 -0.30 -0.13 -0.46 -0.7433
H -1.339 2.376 -0.665 -0.06 0.02 -0.07 0.3768
H -2.413 -1.786 -0.420 0.16 0.23 0.33 0.4918
H 0.040 0.511 -1.581 -0.48 0.73 -0.34 0.1965
C 0.306 1.189 -0.755 1.05 -2.04 -0.70 -0.2622
H 2.064 -0.034 -0.446 -0.12 0.11 -0.16 0.1914
H -2.440 0.779 -0.141 0.11 0.17 0.71 0.5013
H -0.432 -0.980 0.477 0.05 -0.19 0.02 0.4967
H 5.575 -0.613 0.539 -0.33 -0.09 -0.08 0.4701
H -2.862 -1.437 0.996 0.46 -0.02 -0.33 0.4802
H -3.974 0.628 0.413 0.68 0.23 -0.05 0.4633
H 1.016 1.928 -1.164 -0.37 0.11 0.37 0.1823
H 4.226 -1.364 0.633 0.22 0.27 -0.15 0.4752
H -0.701 2.104 0.796 0.21 -0.10 -0.06 0.3665
C 1.107 0.148 0.047 0.78 1.24 1.87 -0.0606
H 1.378 0.565 1.064 -0.13 0.01 -0.75 0.1314


Entry 2:
17
Properties=species:S:1:pos:R:3:forces:R:3:nbo_charge:R:1 method="wB97M-V/def2-TZVPD" total_charge=+1 lumo_energy_ev=-5.72 homo_ev=-13.057 de_lowest_kcal_mol=54.9 homo_lumo_gap_ev=7.34
H -1.047 1.299 0.137 -0.26 -0.04 0.06 0.2410
C 0.195 -0.905 2.206 0.23 0.43 -2.88 -0.3882
C 1.689 0.336 0.758 1.49 0.61 -0.07 0.1499
N 0.358 0.431 1.476 -0.30 -2.06 2.44 -0.4427
C 1.513 0.202 -1.792 0.64 1.42 3.46 0.1752
C 0.742 0.191 -3.038 0.69 -1.02 0.84 -0.7349
H 0.169 1.255 2.021 0.34 0.29 0.79 0.4473
H -0.884 -0.588 -0.033 0.81 2.57 1.02 0.2297
H 1.398 -0.097 -3.852 -0.43 -0.37 -0.20 0.2631
H 0.357 1.160 -3.252 -0.69 0.89 0.01 0.2826
H 0.456 -1.607 1.410 0.40 -0.11 0.11 0.2183
H -0.807 -1.167 2.375 -1.40 0.39 0.93 0.2329
H -0.054 -0.518 -2.777 -0.30 0.05 -0.79 0.2683
C -0.366 0.463 0.255 -1.70 -1.85 -4.17 -0.2400
C 1.002 0.530 -0.429 0.37 -1.55 -3.35 -0.3710
I 3.551 -0.222 -1.935 -0.86 0.22 0.16 0.4204
H 0.893 -1.021 2.963 0.98 0.13 1.63 0.2480


Entry 3:
17
Properties=species:S:1:pos:R:3:forces:R:3:nbo_charge:R:1 method="wB97M-V/def2-TZVPD" smiles="C=CC.C=CN" lumo_energy_ev=1.06 homo_ev=-9.400 de_lowest_kcal_mol=75.0 homo_lumo_gap_ev=10.46
H -0.766 1.545 2.649 -0.67 0.40 0.99 0.1949
H 1.088 -1.682 0.571 -0.62 -0.27 -1.86 0.2214
H -1.171 -2.331 -0.779 0.46 0.78 0.30 0.1895
C -0.560 1.832 0.386 -0.83 -2.81 -0.04 -0.6688
N -0.539 -1.066 -2.508 -2.81 -0.08 1.92 -0.8408
C 0.817 -1.437 -0.511 -0.40 2.37 0.89 -0.4514
H -0.575 2.914 0.201 0.85 -0.36 0.01 0.2250
H -1.583 -1.079 -2.829 2.30 0.19 1.13 0.3530
C 1.006 0.665 1.979 -0.46 0.11 3.19 -0.4028
C -0.406 -1.586 -1.073 1.32 -0.35 -1.69 -0.0358
H 1.494 0.272 2.948 -1.57 0.89 -1.07 0.1953
H -1.640 1.549 0.107 1.29 0.17 0.90 0.2095
H 0.027 1.096 -0.301 -0.69 2.20 0.71 0.2335
H 1.664 0.391 1.231 0.86 -0.03 -2.06 0.1798
H -0.197 -1.870 -2.965 0.79 -0.89 -1.30 0.3559
H 1.473 -0.572 -0.938 -1.04 -2.00 0.45 0.2103
C -0.132 1.360 1.831 1.22 -0.31 -2.49 -0.1687


Entry 4:
70
Properties=species:S:1:pos:R:3:forces:R:3:nbo_charge:R:1 method="wB97M-V/def2-TZVPD" total_charge=-1 s_squared=6.011 lumo_energy_ev="2.41 / 2.41" homo_ev="-5.065 / -4.397" de_lowest_kcal_mol=57.9 homo_lumo_gap_ev="7.48 / 6.81" multiplicity=5
C -0.587 -4.283 -2.381 -0.69 0.77 0.09 -0.1981
H -2.439 -2.513 -4.293 0.26 0.12 0.01 0.2194
C -1.185 -2.333 -0.268 0.41 0.82 -0.77 0.0804
H -1.916 3.956 4.968 0.48 0.10 -0.02 0.1491
Cl -0.939 1.014 0.635 -0.08 -1.87 -1.48 -0.6546
H -1.873 5.881 3.265 0.17 0.07 0.03 0.2445
C -0.223 -5.382 -3.350 0.04 -0.45 0.21 -0.6614
H 2.698 -2.183 1.491 -0.20 0.52 -0.48 0.1071
H -0.750 -1.998 -4.581 -0.30 -0.11 0.02 0.2305
C 0.052 -3.499 1.425 0.24 0.49 -0.33 -0.2292
H -1.108 -5.837 -3.834 0.36 0.19 0.13 0.2128
H 2.005 -0.604 -2.038 0.18 0.15 0.09 0.2395
C -1.514 2.674 -1.974 -0.51 -0.09 0.67 -1.0919
H 0.502 -5.098 -4.136 -0.42 0.04 0.37 0.2119
H 1.456 2.158 -3.102 -0.14 -0.37 -0.44 0.2264
C -1.323 -1.915 -1.737 0.78 0.81 0.79 0.0651
H 0.250 -6.155 -2.730 -0.05 -0.09 -0.44 0.2093
C 2.986 -0.726 -1.567 -0.55 0.06 -0.02 -0.4207
H 2.698 -3.520 -1.593 0.26 0.08 0.26 0.1981
H -1.844 2.934 -2.980 -0.18 -0.25 -0.30 0.1921
O -0.113 3.104 5.474 -0.66 0.77 0.02 -0.6799
H -0.869 3.529 -1.700 -0.04 -0.66 0.21 0.2130
Cl 1.131 4.097 0.859 0.61 0.61 -0.06 -0.7383
Fe -0.457 2.851 1.769 0.57 0.34 0.17 1.2293
H 1.434 5.661 5.471 0.11 0.13 0.43 0.1779
H 1.159 1.035 2.785 -0.37 0.06 0.06 0.4130
H 4.369 -2.934 -1.369 -0.10 -0.19 0.18 0.1925
C -0.806 4.002 4.986 0.56 -0.07 -0.21 0.5372
C 1.022 1.896 -2.139 1.45 -0.34 0.50 -1.1733
C 2.537 -1.357 0.741 -0.39 0.89 0.35 0.5401
H -0.542 -4.590 -1.324 0.20 0.49 -0.62 0.2148
H -1.704 6.592 4.886 0.23 0.04 -0.19 0.1787
H -3.013 -2.542 2.563 0.15 -0.06 -0.11 0.2094
C -1.383 -2.787 -4.172 0.51 -0.30 -0.29 -0.6446
H -0.537 7.026 3.597 -0.17 -0.24 0.07 0.2074
Cl -2.530 3.356 2.190 -1.37 0.76 0.59 -0.7228
H -2.349 -0.331 -3.338 0.48 0.64 -0.27 0.2046
O 2.081 -0.250 1.051 1.07 -1.73 -0.43 -0.6178
H -2.391 -1.648 -1.887 0.59 0.37 0.02 0.1833
O -0.402 -0.763 -1.972 0.35 -3.18 2.44 -0.9561
C -2.238 -2.109 0.602 -0.23 -0.75 -0.50 -0.1970
H -1.185 -3.673 -4.779 -0.21 0.01 0.07 0.2018
H 1.452 6.057 3.756 0.09 0.21 -0.34 0.2099
H 1.804 1.409 -1.568 0.21 0.03 0.00 0.2315
C 3.393 -3.037 -0.878 -0.29 -0.17 0.29 -0.4026
C -1.063 -3.404 2.256 0.02 -0.16 0.03 -0.2304
H -1.829 1.090 -4.295 -0.46 0.32 -0.49 0.1955
C 1.153 5.322 4.482 -0.30 -0.14 -0.10 -0.4029
H -1.051 -3.943 3.200 -0.07 0.21 0.00 0.2021
C -2.181 -2.667 1.873 -0.10 0.09 0.24 -0.2156
H -0.190 1.057 3.776 0.15 0.06 -0.52 0.3925
C 0.029 -2.852 0.185 -0.49 -0.74 -0.25 -0.2356
H 0.906 2.189 3.971 0.23 0.00 0.01 0.3938
H -3.122 -1.616 0.180 0.27 -0.09 0.58 0.2167
H 0.930 -4.069 1.746 -0.25 0.28 -0.06 0.1981
H 0.853 -2.848 -0.542 -0.45 -0.21 0.70 0.2238
H -2.376 2.787 -1.314 -0.22 -0.25 -0.03 0.2237
N -0.277 5.104 4.382 -0.39 -0.36 0.57 -0.4411
H -0.772 -0.331 -4.189 -0.66 0.72 0.19 0.1977
H 3.335 0.218 -1.142 -0.13 -0.10 -0.13 0.2265
H 1.677 4.403 4.277 0.18 -0.26 -0.09 0.2237
H 0.900 2.868 -1.637 -0.25 -0.68 -0.06 0.2705
H 3.674 -1.077 -2.327 0.26 -0.01 -0.08 0.1847
C -1.490 0.311 -3.636 0.16 0.50 -1.49 -1.1329
C -1.055 -3.061 -2.733 0.64 -0.45 0.53 0.0085
C -1.145 6.216 4.013 -0.32 -0.12 0.04 -0.4181
H 3.482 -3.680 0.017 -0.03 0.30 -0.39 0.2050
N 2.903 -1.721 -0.520 0.64 0.04 0.54 -0.4482
N 0.467 1.635 3.246 0.38 -0.35 0.45 -1.1177
Si -0.563 0.899 -2.095 -2.21 2.70 -0.99 1.9374


Listing E_tot for the structures above in their given order: -439.686904; -586.019972; -251.743005; -4109.411161 Ha.